[1]
This record from the OMol25 dataset describes a molecular structure, C13H33Cl2ErN2OP2S. The level of theory is ωB97M-V with the def2-TZVPD basis set.

The geometry in XYZ format:
```
55
Properties=species:S:1:pos:R:3
C 1.2073 -0.0785 -6.4719
C 0.7758 0.3265 -5.0903
H 2.2993 -0.0922 -6.5077
H 0.8349 0.6306 -7.2267
H 0.8317 -1.0855 -6.7090
O 1.4687 0.5810 -4.1318
Cl -0.9916 0.3734 -4.9583
Er 0.2960 -0.0180 -0.7075
P -0.2426 2.5040 -0.2292
C 0.9460 3.4635 0.7320
C -0.0099 2.9375 -1.9999
H -0.2061 4.0147 -2.0931
H -2.0258 4.0814 0.0048
H -0.6944 2.3545 -2.6385
H -2.6451 2.4061 -0.3578
H 1.9708 3.1808 0.4370
H 1.0110 2.6898 -2.3360
C -1.9213 3.0053 0.2211
H 0.7601 4.5304 0.5416
H -2.0779 2.7882 1.2910
H 0.8197 3.2058 1.7962
P 0.0002 -2.5177 0.0894
C 1.2598 -3.2351 1.1630
C -1.6249 -3.1146 0.6113
H -0.4600 -2.7253 -2.3062
H 0.1886 -4.2469 -1.5605
H 1.2893 -2.8666 -1.9624
C 0.2826 -3.1541 -1.6117
H -2.3998 -2.6664 -0.0330
H -1.6262 -4.2142 0.5341
H 1.1727 -4.3296 1.1091
H 1.1059 -2.8663 2.1889
H -1.8074 -2.7812 1.6458
H 2.2575 -2.9006 0.8332
Cl -1.9900 -0.2154 -1.5909
C -2.4137 0.1126 3.4710
N -1.2077 0.0539 4.3076
C -1.4460 0.0706 5.7541
C -0.0036 0.0129 3.6691
S -0.0237 0.0366 1.8611
N 1.2073 -0.0370 4.3073
C 1.5545 -0.0919 5.7325
C 2.4003 -0.0442 3.4620
H -3.2705 0.1520 4.1588
H -2.5128 -0.7669 2.8339
H -2.4300 0.9997 2.8370
H -1.1210 -0.8440 6.2544
H -1.0032 0.9339 6.2538
H -2.5366 0.1417 5.9013
H 2.1758 -0.9762 5.9372
H 2.1989 0.7586 5.9990
H 0.7040 -0.1042 6.4016
H 2.4381 -0.9176 2.8131
H 2.4688 0.8537 2.8518
H 3.2666 -0.0748 4.1368
```

Output
⟨S²⟩   3.75
2S+1   4
Lowest unoccupied orbital energy (alpha / beta)   -0.2390 / -0.2357 Ha
Charge   +2
Kohn-Sham gap (alpha / beta)   0.27778 / 0.28159 hartree


[2]
This record from the OMol25 dataset describes a molecular structure, C12H19F3N2Nb. The level of theory is ωB97M-V with the def2-TZVPD basis set.

The geometry in XYZ format:
```
37
Properties=species:S:1:pos:R:3
F -3.3191 -1.2617 -0.4622
C -2.7293 -2.6150 -0.2693
F -3.5565 -3.7893 0.1995
C -1.2800 -2.9581 -0.5613
F -1.0975 -4.2024 -1.3953
C 0.0009 -2.0557 -0.0755
C 1.0369 -1.9815 -1.3845
Nb 0.1174 -0.4514 -2.8307
H 0.5402 -2.4798 0.8798
H -0.3145 -0.9366 0.1407
H 2.1071 -1.6317 -0.9993
H 1.1856 -3.0576 -1.8714
H 0.2913 -1.5985 -4.2256
H -1.5687 -1.0655 -2.5881
H -0.1203 0.7287 -1.4671
H 1.7874 0.1955 -3.2144
H -0.5737 0.7768 -3.9859
N 3.2952 -1.5293 2.8803
C 3.5327 -2.0654 4.1191
C 2.9257 -1.2586 5.0555
C 2.2949 -0.2020 4.3562
C 2.5367 -0.3956 3.0146
H 3.6269 -1.9111 2.0040
H 4.1131 -2.9717 4.2282
H 2.9351 -1.4148 6.1264
H 1.7250 0.6122 4.7851
H 2.2358 0.1755 2.1464
N -2.7381 2.9699 -1.7048
C -2.5021 3.9948 -2.5837
C -1.7994 4.9737 -1.9172
C -1.5994 4.5205 -0.5913
C -2.1867 3.2794 -0.4888
H -3.2397 2.1181 -1.9202
H -2.8549 3.9407 -3.6049
H -1.4657 5.9122 -2.3406
H -1.0820 5.0431 0.2029
H -2.2603 2.5923 0.3437
```

Output
Lowest unoccupied orbital energy   0.0819 Ha
Charge   -1
Kohn-Sham gap   0.27139 hartree


[3]
This record from the OMol25 dataset describes a gas-phase ion, C4H7N2S (charge +1). The level of theory is ωB97M-V with the def2-TZVPD basis set.

The geometry in XYZ format:
```
14
Properties=species:S:1:pos:R:3
C 1.1812 -0.8173 0.1709
C 1.6700 0.4096 -0.0335
C -0.5179 1.2592 -0.5326
C -0.2543 -1.1173 0.1630
N -1.0286 0.0721 -0.2923
N 0.8502 1.4154 -0.4362
S -2.7405 -0.1094 -0.1246
H 1.6515 -1.7863 0.4585
H 2.7449 0.4398 -0.0475
H -1.0294 2.1651 -0.7485
H -0.5169 -1.9571 -0.3919
H -0.5522 -1.3375 1.1653
H 1.1576 2.3647 -0.3412
H -2.6156 -1.0008 0.9906
```

Output
⟨S²⟩   2.01
2S+1   3
Lowest unoccupied orbital energy (alpha / beta)   -0.1202 / -0.2729 Ha
Relative energy (zero: lowest compared OMol25 entry of this formula, charge and spin)   146.3 kJ/mol
Charge   +1
Kohn-Sham gap (alpha / beta)   0.26460 / 0.22393 hartree


[4]
This record from the OMol25 dataset describes a molecular structure, C3H5LuO3. The level of theory is ωB97M-V with the def2-TZVPD basis set.

The geometry in XYZ format:
```
12
Properties=species:S:1:pos:R:3
H 1.8235 -1.0837 2.4708
C -1.2108 -1.6712 -0.2058
C -1.4116 -0.3622 -0.2254
O -0.3039 0.4870 -0.3951
C -0.3965 1.5836 -1.1286
O 0.8001 2.1257 -0.9282
H -2.0611 -2.3196 0.0009
H -2.3591 0.1677 -0.1571
H 0.9687 2.9169 -1.4601
Lu 1.9575 0.8034 0.5028
O 2.4336 -0.5323 1.9580
H -0.2403 -2.1151 -0.4324
```

Output
Lowest unoccupied orbital energy   -0.4095 Ha
Relative energy (zero: lowest compared OMol25 entry of this formula, charge and spin)   123.2 kJ/mol
Charge   +2
Kohn-Sham gap   0.26826 hartree


[5]
This record from the OMol25 dataset describes 10 unconnected molecules or ions with the total composition C20H60O10. The level of theory is ωB97M-V with the def2-TZVPD basis set.

The geometry in XYZ format:
```
90
Properties=species:S:1:pos:R:3
C 0.8772 -12.6343 17.9729
C -0.1422 -12.2525 19.0512
O -0.9762 -11.1645 18.7431
H 0.3315 -12.9191 17.0734
H 1.4237 -13.5543 18.1803
H 1.5679 -11.8082 17.8040
H 0.2606 -12.0961 20.0519
H -0.8366 -13.0624 19.2747
H -1.6955 -11.1082 19.3764
C 8.0893 -15.5467 13.7168
C 9.4651 -15.5959 12.9689
O 10.4998 -15.4222 13.8971
H 8.0882 -16.3344 14.4702
H 7.1880 -15.7014 13.1237
H 7.9786 -14.6361 14.3056
H 9.4399 -14.7576 12.2727
H 9.5990 -16.4632 12.3225
H 10.6008 -14.4834 14.0706
C 10.9885 -12.8156 18.7617
C 12.2264 -12.0860 19.2222
O 12.7385 -11.2740 18.1322
H 10.3067 -12.0721 18.3488
H 10.4445 -13.3633 19.5312
H 11.2448 -13.5410 17.9896
H 13.0370 -12.7310 19.5614
H 11.9722 -11.4052 20.0345
H 13.4751 -10.7292 18.4189
C 2.6814 -3.6239 13.0083
C 3.1325 -2.8621 14.3033
O 2.0690 -2.0081 14.6636
H 1.7838 -4.2364 13.0938
H 3.4740 -4.3515 12.8339
H 2.6898 -2.9504 12.1513
H 3.9765 -2.1794 14.2046
H 3.3657 -3.5552 15.1116
H 1.2215 -2.4526 14.7388
C 12.8880 -11.3486 12.0696
C 11.7674 -10.8578 12.9580
O 11.6144 -11.6578 14.1357
H 13.1324 -10.6383 11.2798
H 12.5974 -12.2859 11.5950
H 13.7831 -11.4982 12.6733
H 10.8264 -10.8135 12.4095
H 11.9349 -9.8397 13.3096
H 12.0361 -11.2506 14.8959
C 6.1624 -11.4474 11.3649
C 4.7782 -11.2951 11.9571
O 4.6822 -12.1099 13.1303
H 6.9276 -10.9554 11.9653
H 6.1315 -10.9147 10.4144
H 6.4891 -12.4760 11.2124
H 4.0452 -11.6822 11.2492
H 4.4757 -10.2778 12.2056
H 5.2451 -11.7704 13.8300
C 5.5052 -12.4634 20.7842
C 6.6401 -11.4856 21.1920
O 6.2456 -10.8028 22.3766
H 5.3740 -13.2322 21.5456
H 5.7385 -12.9164 19.8206
H 4.6099 -11.8541 20.6603
H 7.0333 -10.8332 20.4123
H 7.5693 -12.0348 21.3440
H 5.7724 -10.0282 22.0641
C 5.8349 -8.7111 16.5663
C 7.2003 -9.0957 15.8945
O 7.2071 -10.5082 15.8109
H 5.7076 -7.6297 16.5169
H 5.8058 -9.0727 17.5942
H 5.0390 -9.1821 15.9895
H 7.9836 -8.7916 16.5889
H 7.3815 -8.6602 14.9118
H 8.0963 -10.8353 15.6560
C 3.5080 -2.7281 21.0038
C 4.2584 -2.7702 19.6934
O 4.8201 -4.0546 19.5935
H 2.9710 -1.7802 21.0402
H 4.2474 -2.7187 21.8045
H 2.7676 -3.5064 21.1889
H 5.0040 -1.9757 19.6632
H 3.5426 -2.5632 18.8977
H 5.5991 -3.9408 19.0441
C 2.0464 -8.9822 22.1795
C 2.7546 -8.2351 21.0267
O 4.0791 -7.8663 21.4945
H 2.1724 -8.4508 23.1229
H 2.4684 -9.9512 22.4461
H 0.9819 -9.1583 22.0252
H 2.2020 -7.3072 20.8792
H 2.8512 -8.7946 20.0963
H 4.3399 -7.0446 21.0722
```

Output
Lowest unoccupied orbital energy   0.0090 Ha
Relative energy (zero: lowest compared OMol25 entry of this formula, charge and spin)   288.2 kJ/mol
Kohn-Sham gap   0.37524 hartree


[6]
This record from the OMol25 dataset describes 2 unconnected molecules or ions with the total composition C3H9ClNP. The level of theory is ωB97M-V with the def2-TZVPD basis set.

The geometry in XYZ format:
```
15
Properties=species:S:1:pos:R:3
C -1.0145 -0.5687 -0.0887
C 0.8704 -2.0275 -0.7365
C 0.3979 -0.6498 -0.5608
N 0.4994 1.5527 0.9809
P 1.5065 0.3682 0.7328
Cl -1.8348 4.3813 1.2235
H -1.5315 -0.7693 -0.9690
H -1.2097 -1.2763 0.6122
H -1.2634 0.4040 0.3092
H 1.4712 -2.4758 0.0422
H 1.5092 -2.0599 -1.6221
H -0.0233 -2.6448 -0.7206
H 0.5061 -0.0645 -1.5341
H -0.7626 3.5528 0.8340
H 0.8792 2.2776 1.4971
```

Output
Lowest unoccupied orbital energy   -0.0189 Ha
Relative energy (zero: lowest compared OMol25 entry of this formula, charge and spin)   285.4 kJ/mol
Kohn-Sham gap   0.31478 hartree


[7]
This record from the OMol25 dataset describes 3 unconnected molecules or ions with the total composition C3H12O2S2. The level of theory is ωB97M-V with the def2-TZVPD basis set.

The geometry in XYZ format:
```
19
Properties=species:S:1:pos:R:3
C -0.3701 1.2615 -1.6885
C 0.9580 2.0529 -1.1530
S 1.5562 0.9660 0.3240
S 0.8049 2.1369 2.0084
C -0.7608 1.2970 2.2725
H -1.1403 2.0041 -1.6534
H -0.1379 0.5960 -2.5568
H -0.5892 0.4315 -0.9360
H 0.4313 3.0339 -0.8314
H 1.8554 2.1389 -1.8698
H -1.5488 1.4828 1.5982
H -0.8530 1.6739 3.2985
H -0.5701 0.2016 2.3193
H 0.9941 -2.3843 -1.2611
H 0.6820 -0.9266 -1.1933
O 0.3037 -1.7524 -1.0128
H -0.9104 -5.4237 0.8513
H -0.6104 -3.9777 0.8015
O -0.0947 -4.8124 0.6825
```

Output
Lowest unoccupied orbital energy   0.0101 Ha
Relative energy (zero: lowest compared OMol25 entry of this formula, charge and spin)   214.0 kJ/mol
Kohn-Sham gap   0.33422 hartree


[8]
This record from the OMol25 dataset describes a single C3H4O3 molecule. The level of theory is ωB97M-V with the def2-TZVPD basis set.

The geometry in XYZ format:
```
10
Properties=species:S:1:pos:R:3
C -1.6853 0.0841 0.5113
O -0.2787 -0.1203 0.6736
C 0.4024 -0.1131 -0.4643
O -0.0300 0.1502 -1.5618
C 1.8134 -0.5438 -0.4176
O 2.6255 0.2380 0.2682
H -2.1090 -0.0289 1.5071
H -1.8844 1.0804 0.1102
H -2.0886 -0.6665 -0.1735
H 3.2347 -0.0800 -0.4534
```

Output
Lowest unoccupied orbital energy   -0.0022 Ha
Relative energy (zero: lowest compared OMol25 entry of this formula, charge and spin)   406.8 kJ/mol
Kohn-Sham gap   0.33836 hartree


[9]
This record from the OMol25 dataset describes a molecular structure, C28H38BHgN9. The level of theory is ωB97M-V with the def2-TZVPD basis set.

The geometry in XYZ format:
```
77
Properties=species:S:1:pos:R:3
Hg 0.4195 0.1155 1.3521
C 0.7247 2.7065 4.0200
C 0.5075 3.2340 2.6440
C 0.2833 4.5412 2.2059
C 0.1431 4.4363 0.8381
N 0.2929 3.1501 0.4897
N 0.4993 2.4170 1.5956
B 0.0994 2.5023 -0.9045
N -1.2209 1.7126 -0.8354
C -2.3394 1.8063 -1.5657
C -3.2886 0.9722 -1.0140
C -2.6551 0.3709 0.0757
C -3.1841 -0.6176 1.0513
N -1.4096 0.8309 0.1669
N 1.2527 1.5123 -1.2032
C 1.7496 1.2257 -2.4150
C 2.7615 0.3013 -2.2631
C 2.8199 0.0579 -0.8889
C 3.7129 -0.8580 -0.1328
N 1.8980 0.7929 -0.2679
N 0.1268 3.5571 -1.9870
C 1.0695 4.5225 -2.1167
C 0.8705 5.1517 -3.3194
C -0.2261 4.4832 -3.8928
C -0.8549 4.7387 -5.2175
N -0.6484 3.5288 -3.0823
H 0.9313 3.5081 4.7246
H 1.5673 2.0131 4.0165
H -0.1606 2.1693 4.3651
H 0.2302 5.4295 2.8017
H -0.0572 5.2012 0.1144
H -2.3598 2.4344 -2.4337
H -4.2951 0.8194 -1.3465
H -4.2246 -0.8441 0.8380
H -3.1036 -0.2258 2.0653
H -2.5998 -1.5359 0.9987
H 1.3623 1.6852 -3.3037
H 3.3531 -0.1441 -3.0374
H 4.5062 -1.2300 -0.7755
H 3.1371 -1.7030 0.2466
H 4.1529 -0.3347 0.7152
H 1.8157 4.6863 -1.3649
H 1.4265 5.9667 -3.7363
H -0.2645 5.4635 -5.7713
H -1.8664 5.1241 -5.0992
H -0.9167 3.8171 -5.7924
C -1.8506 -5.9540 -0.2553
C -1.3669 -4.5377 -0.3755
C -1.3536 -3.9129 -1.6126
C -0.7599 -2.6638 -1.7486
C -0.7300 -1.9464 -3.0673
C -0.1586 -2.0972 -0.6457
C -0.1977 -2.6619 0.6449
C -0.8678 -3.8900 0.7460
N 0.4448 -1.9777 1.6561
C 0.7157 -2.5543 2.9744
C 1.8830 -1.7519 3.5743
C -0.5091 -2.4035 3.8989
C 1.1725 -4.0301 2.9070
H -2.6033 -6.1865 -1.0053
H -2.2564 -6.1556 0.7332
H -1.0036 -6.6269 -0.4102
H -1.7819 -4.4039 -2.4725
H -0.5911 -2.6436 -3.8916
H 0.0786 -1.2183 -3.0862
H -1.6704 -1.4182 -3.2344
H 0.4093 -1.1846 -0.7919
H -0.9975 -4.3791 1.6963
H 1.6620 -0.6779 3.5550
H 2.7923 -1.9258 3.0032
H 2.0610 -2.0350 4.6080
H -0.8067 -1.3512 3.9368
H -0.2802 -2.7455 4.9077
H -1.3545 -2.9767 3.5238
H 1.5360 -4.2560 1.9082
H 0.3706 -4.7198 3.1550
H 1.9792 -4.2097 3.6135
```

Output
Lowest unoccupied orbital energy   0.0207 Ha
Relative energy (zero: lowest compared OMol25 entry of this formula, charge and spin)   62.2 kJ/mol
Kohn-Sham gap   0.27484 hartree


[10]
This record from the OMol25 dataset describes 2 unconnected molecules or ions with the total composition CH5PS. The level of theory is ωB97M-V with the def2-TZVPD basis set.

The geometry in XYZ format:
```
8
Properties=species:S:1:pos:R:3
C 0.2619 -0.0624 1.0780
P -0.2898 -0.2598 -0.7428
S -1.7660 -1.3976 -0.8436
H 0.4082 0.9930 1.3899
H -0.4750 -0.5453 1.6429
H 1.1313 -0.6688 1.2351
H 0.8951 -0.2799 -1.5414
H -0.1658 2.2208 -2.2180
```

Output
Lowest unoccupied orbital energy (alpha / beta)   -0.0389 / -0.0225 Ha
Relative energy (zero: lowest compared OMol25 entry of this formula, charge and spin)   339.6 kJ/mol
Kohn-Sham gap (alpha / beta)   0.30805 / 0.26937 hartree


[11]
This record from the OMol25 dataset describes a molecular structure, C37H43F2N3OPtSb. The level of theory is ωB97M-V with the def2-TZVPD basis set.

The geometry in XYZ format:
```
88
Properties=species:S:1:pos:R:3
Pt -0.1991 0.0628 0.0299
F -1.9519 0.0139 5.1310
C -0.9204 0.1097 4.3067
C -1.1749 0.0909 2.9411
C -0.1208 0.2087 2.0596
C 1.1925 0.3491 2.5393
C 1.3844 0.3546 3.9229
F 2.6149 0.4865 4.4128
C 0.3498 0.2330 4.8268
C 2.2452 0.4979 1.5354
C 3.6092 0.6269 1.7706
C 4.4778 0.8257 0.7108
C 3.9751 0.8932 -0.5815
C 2.6204 0.7488 -0.7597
N 1.7738 0.5603 0.2635
H -2.2104 0.0482 2.6491
H 0.5334 0.2412 5.8927
H 3.9850 0.5773 2.7786
H 5.5386 0.9339 0.8957
H 4.6147 1.0518 -1.4379
H 2.1841 0.7932 -1.7397
C 0.4390 -1.4724 -2.6783
N -0.2541 -0.2320 -2.2380
C 0.2179 0.8558 -3.1391
C -1.7187 -0.3683 -2.4870
C -2.3207 -1.3292 -1.5053
N -2.1626 -0.8219 -0.1012
C -3.2973 0.1053 0.1495
C -2.3576 -2.0160 0.7848
H 0.2072 -1.6690 -3.7278
H 0.1400 -2.3284 -2.0815
H 1.5141 -1.3364 -2.5819
H -0.2624 0.7517 -4.1145
H 1.2877 0.7901 -3.3094
H -0.0276 1.8286 -2.7263
H -1.8864 -0.7249 -3.5075
H -2.1651 0.6260 -2.4100
H -1.8358 -2.3008 -1.5624
H -3.3815 -1.4905 -1.7040
H -4.2296 -0.4616 0.1602
H -3.3481 0.8290 -0.6564
H -3.1861 0.6149 1.1017
H -3.3200 -2.4617 0.5300
H -2.3719 -1.7272 1.8297
H -1.5690 -2.7379 0.6087
C 2.5451 5.9846 -0.2314
C 1.3086 6.1659 -0.8291
C 0.3456 5.1678 -0.7681
C 0.6374 3.9682 -0.1163
C 1.8671 3.8026 0.5201
C 2.8174 4.8088 0.4553
Sb -0.9546 2.6245 0.1535
C -2.2930 3.1711 -1.3826
C -3.6853 3.1479 -1.2401
C -4.5007 3.5064 -2.3021
C -3.9450 3.8859 -3.5163
C -2.5653 3.9355 -3.6600
C -1.7419 3.5872 -2.6008
C -1.6523 3.0530 2.0733
C -0.6791 3.4120 3.0058
C -1.0604 3.7783 4.2852
C -2.4065 3.7845 4.6378
C -3.3721 3.4386 3.7033
C -3.0008 3.0716 2.4164
H 3.2896 6.7675 -0.2815
H 1.0809 7.0930 -1.3376
H -0.6253 5.3575 -1.2042
H 2.0870 2.9172 1.0944
H 3.7682 4.6834 0.9566
H -4.1608 2.8766 -0.3085
H -5.5748 3.5014 -2.1730
H -4.5871 4.1635 -4.3413
H -2.1256 4.2677 -4.5908
H -0.6706 3.6941 -2.7266
H 0.3741 3.4267 2.7443
H -0.3086 4.0730 5.0054
H -2.7020 4.0709 5.6381
H -4.4203 3.4610 3.9697
H -3.7793 2.8193 1.7101
C 1.2006 -4.3902 0.1204
C 1.7019 -2.9703 0.0953
O 0.6376 -2.0384 0.5126
H 2.0197 -5.0664 -0.1268
H 0.4025 -4.5511 -0.6055
H 0.8401 -4.6681 1.1122
H 1.9951 -2.6526 -0.9004
H 2.5503 -2.8193 0.7634
H 0.5093 -2.1525 1.4646
```

Output
Lowest unoccupied orbital energy   -0.3701 Ha
Relative energy (zero: lowest compared OMol25 entry of this formula, charge and spin)   0.0 kJ/mol
Charge   +3
Kohn-Sham gap   0.25314 hartree


| no. | total energy (Eh) |
| --- | --- |
| 1 | -3715.75459 |
| 2 | -934.26901 |
| 3 | -663.90115 |
| 4 | -1577.79911 |
| 5 | -1550.22646 |
| 6 | -975.94211 |
| 7 | -1068.28270 |
| 8 | -342.30101 |
| 9 | -1760.94558 |
| 10 | -780.49317 |
| 11 | -2233.56592 |